A:
{
  "formula": "C36H49N3O5PbS",
  "method": "the ωB97M-V functional and the def2-TZVPD basis",
  "homo_lumo_gap_ev": [5.747, 5.820],
  "homo_energy_ev": [-7.4734, -7.5454],
  "lumo_energy_ev": [-1.726, -1.725],
  "symbols": ["Pb", "C", "C", "C", "C", "C", "C", "C", "N", "C", "C", "C", "C", "C", "C", "O", "C", "C", "C", "C", "C", "C", "C", "C", "C", "O", "C", "C", "C", "C", "C", "C", "H", "H", "H", "H", "H", "H", "H", "H", "H", "H", "H", "H", "H", "H", "H", "H", "H", "H", "H", "H", "H", "H", "H", "H", "H", "H", "H", "H", "H", "H", "H", "H", "H", "H", "H", "H", "H", "H", "H", "H", "N", "C", "N", "S", "H", "H", "H", "H", "O", "C", "C", "C", "C", "C", "C", "C", "O", "O", "H", "H", "H", "H", "H"],
  "positions_angstrom": [[-0.932, -0.607, -2.280], [0.839, -4.628, 4.284], [0.761, -3.102, 4.117], [0.070, -2.509, 5.353], [2.192, -2.556, 4.034], [-0.044, -2.726, 2.880], [0.235, -1.623, 2.122], [-0.454, -1.369, 0.912], [-0.187, -0.350, 0.092], [0.433, 0.784, 0.397], [0.491, 1.364, 1.684], [1.200, 2.510, 1.912], [1.970, 3.035, 0.844], [1.922, 2.569, -0.438], [1.023, 1.484, -0.745], [0.785, 1.111, -1.923], [2.731, 3.209, -1.559], [3.550, 2.122, -2.267], [3.704, 4.276, -1.043], [1.766, 3.874, -2.548], [1.106, 3.231, 3.246], [1.452, 2.280, 4.399], [-0.341, 3.721, 3.406], [2.029, 4.449, 3.332], [-1.425, -2.333, 0.415], [-1.995, -2.155, -0.702], [-1.744, -3.448, 1.263], [-1.101, -3.571, 2.462], [-2.707, -4.505, 0.745], [-4.066, -3.865, 0.433], [-2.094, -5.100, -0.533], [-2.936, -5.651, 1.735], [1.577, -4.878, 5.044], [-0.110, -5.046, 4.610], [1.134, -5.109, 3.355], [0.613, -2.784, 6.255], [0.035, -1.425, 5.284], [-0.948, -2.882, 5.436], [2.788, -2.948, 4.856], [2.663, -2.854, 3.101], [2.208, -1.472, 4.107], [1.060, -0.970, 2.360], [-0.126, 0.926, 2.454], [2.605, 3.876, 1.052], [4.177, 1.601, -1.546], [2.894, 1.403, -2.745], [4.185, 2.565, -3.030], [4.418, 3.859, -0.335], [4.263, 4.680, -1.884], [3.180, 5.103, -0.568], [1.086, 3.140, -2.966], [1.180, 4.639, -2.042], [2.321, 4.334, -3.362], [0.794, 1.416, 4.414], [2.479, 1.931, 4.313], [1.345, 2.801, 5.348], [-1.038, 2.887, 3.421], [-0.450, 4.278, 4.333], [-0.608, 4.371, 2.577], [3.074, 4.164, 3.240], [1.784, 5.179, 2.565], [1.899, 4.930, 4.299], [-1.364, -4.396, 3.098], [-3.945, -3.077, -0.302], [-4.752, -4.611, 0.035], [-4.499, -3.445, 1.339], [-1.985, -4.334, -1.295], [-1.110, -5.516, -0.319], [-2.730, -5.890, -0.925], [-3.403, -5.296, 2.651], [-3.606, -6.379, 1.281], [-2.008, -6.163, 1.979], [-4.436, 0.731, -3.744], [-4.186, 0.415, -2.512], [-5.003, -0.347, -1.781], [-2.830, 1.093, -1.645], [-5.253, 0.341, -4.195], [-3.669, 1.220, -4.398], [-5.813, -0.801, -2.176], [-4.731, -0.552, -0.834], [0.489, -1.044, -5.528], [0.719, 0.271, -5.714], [2.007, 0.686, -6.041], [2.278, 2.020, -6.263], [1.265, 2.966, -6.173], [-0.014, 2.567, -5.850], [-0.303, 1.228, -5.608], [-1.665, 0.852, -5.151], [-2.574, 1.710, -5.182], [-1.851, -0.329, -4.706], [-0.467, -1.115, -5.281], [2.777, -0.066, -6.110], [3.285, 2.331, -6.511], [1.481, 4.008, -6.349], [-0.821, 3.280, -5.765]],
  "lowdin_charge": [1.379, -0.053, -0.549, -0.036, -0.052, -0.155, 0.034, -0.173, 0.046, -0.184, 0.022, -0.150, 0.051, -0.075, -0.277, -0.160, -0.532, -0.033, -0.062, -0.029, -0.553, -0.042, -0.038, -0.061, -0.291, -0.215, -0.084, 0.043, -0.534, -0.040, -0.033, -0.062, 0.083, 0.076, 0.094, 0.087, 0.079, 0.086, 0.084, 0.094, 0.072, 0.108, 0.117, 0.086, 0.090, 0.069, 0.085, 0.089, 0.085, 0.082, 0.068, 0.091, 0.084, 0.067, 0.090, 0.085, 0.081, 0.085, 0.092, 0.089, 0.086, 0.086, 0.094, 0.058, 0.085, 0.089, 0.073, 0.093, 0.085, 0.087, 0.085, 0.085, 0.130, -0.866, 0.103, 0.591, 0.121, 0.058, 0.116, 0.084, 0.034, -0.273, -0.015, -0.083, -0.101, -0.021, -0.079, -0.591, 0.001, -0.206, 0.056, 0.115, 0.104, 0.098, 0.119]
}

***

B:
{
  "formula": "C36H49N3O5PbS",
  "method": "the ωB97M-V functional and the def2-TZVPD basis",
  "homo_lumo_gap_ev": [5.774, 5.831],
  "homo_energy_ev": [-7.5045, -7.5621],
  "lumo_energy_ev": [-1.730, -1.731],
  "symbols": ["Pb", "C", "C", "C", "C", "C", "C", "C", "N", "C", "C", "C", "C", "C", "C", "O", "C", "C", "C", "C", "C", "C", "C", "C", "C", "O", "C", "C", "C", "C", "C", "C", "H", "H", "H", "H", "H", "H", "H", "H", "H", "H", "H", "H", "H", "H", "H", "H", "H", "H", "H", "H", "H", "H", "H", "H", "H", "H", "H", "H", "H", "H", "H", "H", "H", "H", "H", "H", "H", "H", "H", "H", "N", "C", "N", "S", "H", "H", "H", "H", "O", "C", "C", "C", "C", "C", "C", "C", "O", "O", "H", "H", "H", "H", "H"],
  "positions_angstrom": [[0.018, -0.449, -0.713], [3.417, 6.502, -2.662], [2.248, 6.230, -1.702], [2.429, 7.094, -0.442], [0.947, 6.641, -2.403], [2.200, 4.761, -1.282], [1.026, 4.123, -1.051], [0.991, 2.741, -0.714], [-0.139, 2.044, -0.520], [-1.344, 2.546, -0.236], [-1.583, 3.818, 0.347], [-2.849, 4.265, 0.561], [-3.939, 3.447, 0.104], [-3.807, 2.190, -0.409], [-2.467, 1.635, -0.494], [-2.253, 0.438, -0.814], [-5.017, 1.348, -0.831], [-4.843, 0.869, -2.285], [-6.311, 2.157, -0.759], [-5.162, 0.136, 0.110], [-3.076, 5.576, 1.318], [-2.298, 6.714, 0.642], [-2.565, 5.399, 2.760], [-4.553, 5.975, 1.382], [2.228, 1.958, -0.684], [2.181, 0.719, -0.440], [3.480, 2.672, -0.887], [3.415, 4.014, -1.129], [4.827, 1.934, -0.887], [5.073, 1.230, 0.461], [4.848, 0.905, -2.035], [5.988, 2.902, -1.117], [3.310, 7.499, -3.095], [4.382, 6.474, -2.152], [3.437, 5.776, -3.481], [2.487, 8.153, -0.711], [1.588, 6.956, 0.244], [3.349, 6.823, 0.086], [1.047, 7.653, -2.802], [0.717, 5.967, -3.233], [0.098, 6.644, -1.713], [0.079, 4.625, -1.199], [-0.724, 4.385, 0.689], [-4.939, 3.849, 0.197], [-4.688, 1.723, -2.953], [-3.997, 0.190, -2.380], [-5.743, 0.337, -2.609], [-6.278, 3.035, -1.412], [-7.139, 1.524, -1.088], [-6.533, 2.485, 0.261], [-4.284, -0.507, 0.067], [-5.299, 0.470, 1.143], [-6.034, -0.458, -0.182], [-1.226, 6.503, 0.605], [-2.652, 6.871, -0.381], [-2.438, 7.645, 1.200], [-1.494, 5.182, 2.777], [-2.741, 6.310, 3.340], [-3.085, 4.571, 3.252], [-4.974, 6.133, 0.385], [-5.151, 5.222, 1.904], [-4.647, 6.912, 1.937], [4.348, 4.551, -1.245], [4.298, 0.493, 0.660], [6.042, 0.720, 0.443], [5.087, 1.963, 1.275], [4.091, 0.138, -1.892], [4.663, 1.401, -2.992], [5.828, 0.420, -2.084], [6.061, 3.645, -0.316], [6.921, 2.334, -1.132], [5.900, 3.422, -2.076], [0.732, -2.802, 2.479], [1.050, -1.544, 2.364], [2.292, -1.102, 2.626], [-0.137, -0.340, 1.934], [1.449, -3.470, 2.722], [-0.187, -3.171, 2.071], [3.046, -1.727, 2.846], [2.487, -0.130, 2.473], [-1.295, -3.023, -2.736], [-2.482, -3.124, -2.104], [-3.644, -2.992, -2.864], [-4.883, -3.099, -2.261], [-4.990, -3.343, -0.892], [-3.839, -3.470, -0.137], [-2.576, -3.361, -0.722], [-1.354, -3.423, 0.144], [-1.485, -3.730, 1.352], [-0.229, -3.097, -0.381], [-0.616, -3.095, -2.025], [-3.542, -2.804, -3.927], [-5.778, -2.990, -2.861], [-5.965, -3.426, -0.425], [-3.884, -3.655, 0.929]],
  "lowdin_charge": [1.387, -0.054, -0.551, -0.038, -0.055, -0.152, 0.023, -0.168, 0.041, -0.178, 0.012, -0.141, 0.054, -0.071, -0.273, -0.163, -0.530, -0.035, -0.072, -0.030, -0.553, -0.047, -0.041, -0.065, -0.284, -0.202, -0.074, 0.042, -0.535, -0.043, -0.036, -0.075, 0.084, 0.077, 0.095, 0.088, 0.080, 0.087, 0.086, 0.098, 0.067, 0.102, 0.114, 0.086, 0.091, 0.068, 0.085, 0.091, 0.087, 0.085, 0.069, 0.092, 0.084, 0.063, 0.092, 0.088, 0.081, 0.086, 0.093, 0.091, 0.088, 0.086, 0.091, 0.058, 0.086, 0.090, 0.074, 0.092, 0.086, 0.090, 0.088, 0.088, 0.143, -0.853, 0.111, 0.593, 0.125, 0.060, 0.112, 0.083, 0.027, -0.278, -0.019, -0.089, -0.105, -0.025, -0.076, -0.590, -0.019, -0.204, 0.044, 0.118, 0.102, 0.099, 0.118]
}

***

Energy ordering: B at the bottom, the next structure 21.1 kJ/mol above.

***

A:
{
  "formula": "C8H10N2O2",
  "method": "the ωB97M-V functional and the def2-TZVPD basis",
  "homo_lumo_gap_ev": 8.764,
  "smiles": "C=C(c1ccccc1)[N+](=O)[O-].N",
  "homo_energy_ev": -9.1333,
  "lumo_energy_ev": -0.370,
  "symbols": ["C", "C", "C", "C", "C", "C", "C", "C", "N", "N", "O", "O", "H", "H", "H", "H", "H", "H", "H", "H", "H", "H"],
  "positions_angstrom": [[-3.107, 0.044, 0.736], [-1.947, 0.646, 1.257], [-3.006, -1.077, -0.042], [-0.690, 0.201, 0.892], [-1.762, -1.501, -0.447], [-0.576, -0.910, 0.027], [1.153, -2.008, -1.498], [0.827, -1.418, -0.322], [2.169, 1.914, 0.730], [1.876, -1.194, 0.628], [1.693, -1.074, 1.805], [2.974, -1.359, 0.158], [-3.911, 0.624, 1.172], [-2.294, 1.523, 1.943], [-3.807, -1.710, -0.432], [0.132, 0.714, 1.212], [-1.647, -2.437, -1.156], [2.121, 2.058, -0.300], [0.361, -2.149, -2.304], [2.175, -2.357, -1.702], [3.207, 1.961, 0.930], [1.802, 2.780, 1.217]],
  "lowdin_charge": [-0.101, -0.076, -0.106, -0.040, -0.059, -0.144, 0.128, -0.166, -0.012, -0.396, 0.103, 0.048, 0.096, 0.136, 0.108, 0.038, 0.145, 0.030, 0.099, 0.083, 0.042, 0.043]
}

***

B:
{
  "formula": "C8H10N2O2",
  "method": "the ωB97M-V functional and the def2-TZVPD basis",
  "homo_lumo_gap_ev": 9.068,
  "smiles": "CC(=O)N(C)c1cccc[n+]1[O-]",
  "homo_energy_ev": -8.7944,
  "lumo_energy_ev": 0.273,
  "symbols": ["O", "O", "C", "C", "C", "C", "C", "C", "N", "N", "C", "C", "H", "H", "H", "H", "H", "H", "H", "H", "H", "H"],
  "positions_angstrom": [[-1.348, 2.988, -0.659], [1.071, -0.158, -1.956], [-0.586, 2.077, -0.301], [0.496, -2.090, 1.568], [1.491, -2.519, 0.681], [-0.297, -0.968, 1.230], [1.646, -1.784, -0.539], [-0.064, -0.264, 0.020], [-0.976, 0.752, -0.321], [0.891, -0.694, -0.836], [0.731, 2.455, 0.289], [-2.235, 0.370, -0.986], [0.298, -2.656, 2.445], [2.120, -3.359, 0.942], [-1.120, -0.679, 1.839], [2.385, -2.076, -1.260], [1.511, 2.323, -0.475], [0.980, 1.947, 1.213], [0.718, 3.500, 0.588], [-3.021, 1.111, -0.789], [-2.151, 0.339, -2.074], [-2.541, -0.619, -0.617]],
  "lowdin_charge": [0.040, -0.045, -0.464, -0.071, -0.028, 0.035, 0.012, -0.212, -0.044, -0.194, 0.004, -0.006, 0.091, 0.104, 0.112, 0.126, 0.098, 0.078, 0.086, 0.092, 0.093, 0.094]
}

***

Energy ordering: B at the bottom, the next structure 252.1 kJ/mol above.

***

A:
{
  "formula": "CH2O2S2",
  "method": "the ωB97M-V functional and the def2-TZVPD basis",
  "homo_lumo_gap_ev": 9.219,
  "smiles": "O=S1#S(=O)C1",
  "homo_energy_ev": -9.4701,
  "lumo_energy_ev": -0.251,
  "symbols": ["C", "O", "O", "S", "S", "H", "H"],
  "positions_angstrom": [[-0.081, 0.053, -0.750], [1.481, -1.405, 0.906], [-1.415, 1.335, 1.289], [0.050, -1.109, 0.640], [-0.106, 1.005, 0.823], [0.932, 0.043, -1.410], [-0.861, 0.078, -1.497]],
  "lowdin_charge": [-0.534, -0.594, -0.556, 0.753, 0.759, 0.124, 0.048]
}

***

B:
{
  "formula": "CH2O2S2",
  "method": "the ωB97M-V functional and the def2-TZVPD basis",
  "homo_lumo_gap_ev": 9.033,
  "smiles": "OSC(O)=S",
  "homo_energy_ev": -8.9964,
  "lumo_energy_ev": 0.037,
  "symbols": ["C", "O", "O", "S", "S", "H", "H"],
  "positions_angstrom": [[0.561, -0.251, 0.035], [-1.768, 1.108, 0.068], [1.129, -1.490, 0.188], [1.339, 1.161, -0.038], [-1.168, -0.408, -0.151], [2.124, -1.584, 0.565], [-2.218, 1.464, -0.668]],
  "lowdin_charge": [-1.241, -0.434, -0.146, 0.675, 0.928, 0.195, 0.023]
}

***

Energy ordering: B at the bottom, the next structure 135.7 kJ/mol above.

***

A:
{
  "formula": "C5H10FN",
  "method": "the ωB97M-V functional and the def2-TZVPD basis",
  "homo_lumo_gap_ev": 10.273,
  "smiles": "[H]/N=C(/CF)C(C)C",
  "homo_energy_ev": -9.2049,
  "lumo_energy_ev": 1.068,
  "symbols": ["C", "C", "C", "C", "C", "N", "F", "H", "H", "H", "H", "H", "H", "H", "H", "H", "H"],
  "positions_angstrom": [[-0.812, -0.617, -0.107], [0.664, 1.311, -0.458], [1.774, -0.636, 0.648], [-2.086, 0.089, -0.428], [0.527, 0.324, 0.688], [-0.838, -1.837, -0.380], [-2.383, 1.062, 0.479], [0.809, 0.816, -1.479], [1.600, 1.859, -0.270], [-0.273, 1.832, -0.403], [1.678, -1.290, 1.412], [1.922, -1.229, -0.239], [2.604, 0.056, 0.823], [-2.994, -0.549, -0.461], [-2.242, 0.447, -1.375], [0.091, 0.752, 1.712], [-0.041, -2.391, -0.163]],
  "lowdin_charge": [-0.264, -0.133, -0.091, -0.214, -0.254, 0.142, -0.039, 0.116, 0.078, 0.055, 0.026, 0.074, 0.080, 0.133, 0.090, 0.168, 0.034]
}

***

B:
{
  "formula": "C5H10FN",
  "method": "the ωB97M-V functional and the def2-TZVPD basis",
  "homo_lumo_gap_ev": 9.705,
  "smiles": "N[C@H]1CC[C@@H]1CF",
  "homo_energy_ev": -8.7048,
  "lumo_energy_ev": 1.000,
  "symbols": ["C", "C", "C", "C", "C", "H", "H", "H", "H", "H", "H", "H", "H", "H", "H", "N", "F"],
  "positions_angstrom": [[0.536, -0.441, 0.231], [1.313, 0.927, 0.048], [-0.208, 1.532, -0.267], [-0.762, 0.031, -0.474], [-1.838, -0.466, 0.366], [0.739, -2.386, -0.314], [2.322, -1.451, -0.386], [0.495, -0.585, 1.360], [1.916, 1.145, 1.010], [2.073, 1.000, -0.788], [-0.313, 1.835, 0.799], [-0.172, 2.367, -0.907], [-0.711, -0.213, -1.651], [-1.704, -0.184, 1.363], [-1.738, -1.541, 0.250], [1.166, -1.473, -0.379], [-3.114, -0.098, -0.261]],
  "lowdin_charge": [-0.513, -0.122, -0.070, -0.252, -0.149, 0.071, 0.173, 0.153, 0.110, 0.101, 0.103, 0.068, 0.199, 0.105, 0.123, -0.004, -0.097]
}

***

Energy ordering: A at the bottom, the next structure 60.4 kJ/mol above.